# 1
100
Properties=species:S:1:pos:R:3 method="wB97M-V/def2-TZVPD" total_energy_ha=-4435.3029 charge=+1 lumo_ev=-3.29
Br 1.561 -2.001 -0.935
O 2.656 4.975 -3.266
O 2.968 -6.932 -3.886
O -2.871 4.426 0.087
O 3.042 2.565 -1.651
O 0.614 -4.644 3.266
N -1.788 4.447 -0.712
N -0.906 2.489 3.563
N -1.612 2.037 -0.769
N -2.577 1.784 5.104
N -2.076 0.516 2.867
N 1.609 2.846 -3.595
N 0.026 3.623 -1.964
C 3.044 -7.992 -2.942
C -3.765 0.820 -0.226
C -2.961 1.689 -1.337
C 1.894 4.246 -3.936
C 1.734 -8.256 -2.218
C 0.825 -1.144 1.866
C 2.659 2.211 -2.778
C 0.485 0.613 -0.146
C -0.685 0.945 -1.207
C 0.250 -5.342 4.450
C -2.498 5.000 1.404
C -1.278 7.309 1.301
C 0.407 -0.934 0.328
C 3.434 0.955 -3.432
C -3.769 1.497 1.218
C 3.585 -5.134 -2.326
C 0.959 -6.635 1.861
C -0.133 1.138 -2.716
C 1.194 4.956 -5.205
C -3.509 0.444 2.427
C 1.505 -5.318 2.386
C 0.243 2.643 -3.063
C 2.615 -5.657 -3.372
C 1.433 -5.691 5.338
C -1.850 1.605 3.833
C -2.725 6.593 1.405
C -1.485 8.880 0.962
C -1.150 3.353 -1.156
H -0.754 7.182 2.313
H -3.219 6.901 2.396
H 2.991 -0.043 -3.123
H 2.609 -4.970 -4.223
H -1.882 9.024 -0.097
H 0.489 4.243 -5.762
H 3.285 -4.136 -1.996
H 1.409 -7.393 -1.634
H -3.530 2.646 -1.563
H 3.584 1.084 -4.551
H 1.673 -4.646 1.540
H -1.388 4.795 1.623
H -0.469 2.960 -3.912
H -0.115 -1.495 2.426
H -2.237 9.322 1.700
H -3.399 6.961 0.563
H 1.163 -0.192 2.387
H -1.423 5.383 -0.975
H -3.651 -0.590 1.961
H 2.478 -5.458 2.866
H -4.844 0.782 -0.621
H 4.596 -5.077 -2.737
H 0.681 0.371 -2.905
H -1.886 1.793 5.878
H 0.872 3.812 -1.406
H 1.978 -4.786 5.620
H 1.667 -7.090 1.164
H -3.002 2.320 1.366
H 3.322 -8.887 -3.503
H 0.777 -7.350 2.665
H 2.052 5.297 -5.888
H -4.798 1.955 1.450
H -4.220 0.603 3.304
H -2.895 1.092 -2.310
H 1.590 -5.676 -2.985
H -1.324 -0.010 -1.259
H -0.425 -4.684 5.004
H 0.313 1.252 0.777
H 0.007 -6.475 1.344
H -1.011 0.826 -3.393
H 4.486 0.994 -2.968
H -3.346 -0.246 -0.170
H 3.856 -7.809 -2.231
H 3.625 -5.780 -1.447
H 1.841 -9.101 -1.534
H -0.330 -6.236 4.198
H 1.091 -6.191 6.247
H 1.508 0.783 -0.635
H -0.510 9.451 1.130
H 0.939 -8.482 -2.936
H 0.629 5.880 -4.826
H -1.847 -0.359 3.361
H -3.138 4.508 2.199
H -0.637 -1.376 0.214
H 2.139 -6.355 4.836
H -0.487 2.190 2.658
H -2.963 2.744 5.116
H -0.595 6.813 0.531
H 1.578 -1.997 1.926



# 2
39
Properties=species:S:1:pos:R:3 method="wB97M-V/def2-TZVPD" e_above_lowest_ev=1.0075 total_energy_ha=-4925.7296 charge=-1 lumo_ev=1.65
Sb 4.824 0.027 -0.454
Sc 1.735 0.894 -0.873
S 6.216 1.661 -1.120
S 0.904 -1.293 1.196
S 0.165 -1.882 -1.991
S 5.503 -1.935 0.429
S 3.199 1.052 1.033
S 3.225 -0.390 -2.225
S 0.062 2.046 1.661
S -1.558 0.740 -0.822
F 1.453 3.708 -3.338
F 1.541 2.976 -1.124
F 0.663 1.625 -2.662
F -0.478 3.577 -2.095
C 0.147 -0.611 2.687
C -0.156 -3.032 -0.644
C 0.455 0.859 2.952
C -1.496 -1.428 -2.514
C -2.369 0.856 0.765
C -0.403 -2.434 0.745
C -1.732 1.974 1.599
C -2.376 -0.710 -1.492
B 0.757 3.063 -2.373
H 0.724 -3.676 -0.608
H -1.332 -0.784 -3.381
H -0.440 -3.252 1.470
H -0.059 1.164 3.867
H -2.119 1.932 2.620
H -3.313 -0.424 -1.975
H 0.475 -1.187 3.555
H -2.317 -0.102 1.282
H -2.632 -1.383 -0.672
H -2.030 -2.307 -2.881
H -2.039 2.936 1.185
H -3.426 1.089 0.617
H -0.998 -3.670 -0.927
H 1.521 0.999 3.122
H -0.931 -0.753 2.607
H -1.366 -1.924 0.780



| no. | M (g/mol) |
| --- | --- |
| 1 | 653.7 |
| 2 | 622.3 |